Formula: C12H22ClN4
Source: the Open Molecules 2025 dataset
Level of theory: the ωB97M-V functional and the def2-TZVPD basis

XYZ file:
```
39
C12H22ClN4 (the ωB97M-V functional and the def2-TZVPD basis)
H 0.894 0.860 2.802
N 1.617 0.414 -4.326
H 3.586 0.830 -2.341
H -1.273 2.771 3.903
C 2.984 0.940 -4.376
H -2.034 -0.735 -2.816
H -1.314 -2.281 -3.173
C -2.223 -1.745 2.866
H 3.634 0.089 -4.580
H -0.457 1.523 1.830
C -0.427 -0.059 -4.922
H -1.147 -0.726 1.197
C -1.508 -0.799 2.216
H 0.954 1.127 -6.221
H -1.421 -0.139 -5.323
H 2.700 2.337 -2.667
H -1.051 0.101 5.259
C -1.371 -0.360 4.341
N -2.128 -1.447 4.209
H 4.363 2.122 -3.262
H -3.483 -2.123 5.706
H -1.817 -2.071 6.147
C -0.132 1.218 2.820
C 3.415 1.625 -3.068
N -1.008 0.086 3.137
C 0.709 0.559 -5.344
H -0.101 1.967 4.839
C -1.093 -1.280 -2.802
Cl 1.512 -0.630 0.162
H -2.791 -2.573 2.487
C -2.479 -2.325 5.324
H -2.499 -3.369 5.034
C -0.268 2.365 3.829
H -0.651 -1.342 -1.811
C 1.102 -0.323 -3.351
N -0.149 -0.636 -3.714
H 0.582 3.028 3.698
H 1.683 -0.620 -2.491
H 3.091 1.622 -5.216
```

Values from the calculation:
HOMO energy, eV: -10.241
Frontier orbital gap, eV: 8.25
LUMO, eV: -1.988
Charge: +1
Largest force on an atom, eV/Å: 1.75

***

Formula: C12H22FN2
Source: the Open Molecules 2025 dataset
Level of theory: the ωB97M-V functional and the def2-TZVPD basis

XYZ file:
```
37
C12H22FN2 (the ωB97M-V functional and the def2-TZVPD basis)
H -0.870 3.264 2.662
H -1.189 -2.758 -0.134
H 4.460 -1.922 -1.702
C 3.483 -2.317 -1.224
H 3.335 -0.379 0.003
H -4.451 -0.592 -1.956
H -2.521 -2.597 0.842
C -2.146 -0.788 0.019
H -5.044 -1.431 -0.501
C 0.151 2.938 2.195
C -0.050 2.204 0.831
H -0.460 1.964 -1.833
C 0.840 2.696 -0.230
C -4.535 -0.514 -0.805
H 0.804 2.396 2.902
H -2.831 -2.689 -0.947
N 0.870 -0.076 1.180
H 2.697 -2.069 -1.984
H 0.692 3.806 -0.368
H 2.100 -3.172 0.912
H -3.237 0.835 0.002
H 1.852 2.491 0.137
C -2.166 -2.255 -0.160
H 1.096 2.702 -2.358
F -1.399 2.318 0.419
H 1.202 1.167 -1.719
H 4.216 -1.735 0.594
C 3.246 -1.545 0.011
C 0.110 0.790 0.926
N -3.307 -0.141 -0.213
H -5.249 0.217 -0.584
H 3.602 -3.309 -0.948
H 0.551 3.901 1.950
C 1.140 -1.406 1.270
C 2.150 -2.031 0.769
C 0.620 2.057 -1.589
H 0.238 -2.020 1.630
```

Values from the calculation:
HOMO energy (alpha / beta), eV: -11.767 / -11.765
Frontier orbital gap (alpha / beta), eV: 7.57 / 7.56
LUMO (alpha / beta), eV: -4.200 / -4.200
Charge: +1
Largest force on an atom, eV/Å: 5.36

***

Formula: C12H22N3
Source: the Open Molecules 2025 dataset
Level of theory: the ωB97M-V functional and the def2-TZVPD basis

XYZ file:
```
37
C12H22N3 (the ωB97M-V functional and the def2-TZVPD basis)
H 1.573 -1.277 -1.639
H -4.900 0.950 1.528
H 1.407 1.903 1.432
C -3.559 -1.282 -0.813
H 3.735 -1.290 0.505
H 3.232 2.194 -1.218
C -2.124 0.544 -0.298
N -0.890 1.244 -0.352
C -2.994 1.165 0.611
C -2.385 -0.585 -1.076
H -0.664 -1.560 -0.217
H -3.892 -2.086 -1.394
H 0.476 -2.655 0.512
C -4.285 -0.747 0.212
C 0.637 -0.561 1.113
C -4.106 0.444 0.926
C 2.575 2.500 -0.404
H -2.740 2.140 1.091
H -0.941 2.179 -0.053
H 2.596 -2.468 0.410
H 3.667 -2.166 -0.972
C 2.064 1.425 0.559
C 2.240 -0.632 -0.852
H 0.685 1.316 -1.577
H 1.428 -0.936 1.847
H 3.170 3.066 0.359
H 1.779 3.106 -0.855
H -1.091 -1.985 1.252
N 1.326 0.215 0.013
H 2.921 0.860 1.220
H -0.072 0.082 1.510
H -1.681 -0.874 -1.927
C -0.177 -1.852 0.647
H 2.750 0.065 -1.509
H -5.059 -1.399 0.564
C 3.133 -1.705 -0.168
N 0.168 0.664 -0.987
```

Values from the calculation:
HOMO energy, eV: -11.348
Frontier orbital gap, eV: 8.90
LUMO, eV: -2.448
Charge: +1
Largest force on an atom, eV/Å: 4.36

***

Formula: C12H22N4O6P
Source: the Open Molecules 2025 dataset
Level of theory: the ωB97M-V functional and the def2-TZVPD basis

XYZ file:
```
45
C12H22N4O6P (the ωB97M-V functional and the def2-TZVPD basis)
C -1.429 0.838 0.219
H -3.292 2.985 1.809
H -1.066 4.158 4.411
C -0.566 -6.313 -0.505
N 0.081 0.573 0.153
C -3.495 4.038 -0.231
C -0.173 4.794 2.697
N 3.989 0.377 -0.307
O 2.342 -4.347 -2.067
H 3.399 2.098 -1.655
N -1.628 2.306 0.543
H -3.804 1.853 0.341
H -1.493 -3.312 -1.138
H -1.161 -6.591 -1.379
H -1.582 -2.704 -2.806
C -1.393 -3.587 -2.191
H 4.052 -5.281 -1.424
H -0.466 -7.187 0.144
O -0.110 -4.089 -2.499
O 0.718 -5.901 -0.930
C -0.143 4.637 1.065
O 0.829 -3.401 -0.143
H -1.077 -5.522 0.051
O -1.367 4.589 3.540
H 0.949 4.973 0.720
C -3.073 2.736 0.670
C 2.393 2.255 0.570
H -4.917 4.317 1.134
H 0.555 -0.357 -0.032
P 0.930 -4.349 -1.299
H -2.239 0.015 0.033
H 3.331 -4.163 -0.237
H 2.491 3.429 0.378
C -0.319 3.046 0.712
H 4.167 -3.523 -1.671
H -2.139 -4.349 -2.432
C 3.527 -4.328 -1.301
H 3.724 0.168 0.699
H -2.966 4.395 -1.216
H 2.827 2.089 1.660
N -4.582 4.785 0.240
H -0.921 5.297 0.487
C 0.804 1.869 0.446
C 3.323 1.540 -0.609
O 0.971 5.143 3.349
```

Values from the calculation:
HOMO energy, eV: -12.946
Frontier orbital gap, eV: 8.73
LUMO, eV: -4.214
Charge: +1
Largest force on an atom, eV/Å: 9.06

***

Formula: C12H22NS
Source: the Open Molecules 2025 dataset
Level of theory: the ωB97M-V functional and the def2-TZVPD basis

XYZ file:
```
36
C12H22NS (the ωB97M-V functional and the def2-TZVPD basis)
C -0.470 1.181 2.320
H 1.933 1.874 2.101
H 1.133 -1.104 -1.500
H -0.144 3.222 -2.828
C 0.216 1.536 -1.410
N 0.801 -1.925 -1.039
H -0.156 2.154 2.900
H 2.815 0.242 2.104
H 1.154 3.450 -1.420
H 2.117 0.970 3.652
C 0.721 0.188 2.154
H -2.304 -1.899 -2.468
C 0.687 2.742 -2.164
H -0.080 -2.170 0.881
H 0.127 -2.763 -2.744
H 1.484 2.396 -2.904
C -1.143 1.038 -1.669
H -1.378 0.743 2.937
H -0.520 -3.524 -1.338
H -0.567 -1.355 3.018
H -1.909 -1.437 -0.836
C 1.962 0.797 2.516
C -1.108 -0.212 -2.593
H 0.451 -0.708 4.214
H -1.823 -0.327 -3.460
H -1.678 0.894 -0.850
H -0.997 1.593 1.464
C -1.522 -1.574 -1.879
C 0.415 -1.482 0.186
C 0.438 -1.017 3.137
H 1.015 -2.026 2.997
H -1.660 1.843 -2.229
S 1.428 1.037 -0.352
H -0.033 -0.381 -2.868
C -0.283 -2.569 -1.838
C 0.723 -0.272 0.737
```

Values from the calculation:
⟨S²⟩: 2.015
HOMO energy (alpha / beta), eV: -10.378 / -13.976
Frontier orbital gap (alpha / beta), eV: 7.21 / 6.97
LUMO (alpha / beta), eV: -3.168 / -7.009
Charge: +1
Largest force on an atom, eV/Å: 5.14
2S+1: 3

***

Formula: C12H22O7P2PtSiTe
Source: the Open Molecules 2025 dataset
Level of theory: the ωB97M-V functional and the def2-TZVPD basis

XYZ file:
```
46
C12H22O7P2PtSiTe (the ωB97M-V functional and the def2-TZVPD basis)
H 0.081 -4.747 0.878
H -1.486 -3.946 0.592
C 1.611 2.428 0.329
P -1.788 -2.890 -3.193
C 0.269 2.576 0.726
C -0.456 -4.036 0.240
C -0.145 3.832 1.205
H 3.879 5.679 1.655
H -1.697 5.130 1.924
H 2.557 6.804 1.336
C 3.052 5.901 0.974
P -3.889 -3.669 -1.284
O -0.628 -2.186 -2.473
H 2.666 -3.359 0.205
O -3.529 -3.372 0.115
O -3.741 -5.046 -1.877
C 0.761 4.889 1.278
H -2.345 -4.887 -2.645
H 0.956 -2.771 2.705
H 3.097 1.278 -0.704
H 2.375 0.462 0.690
O -2.003 -2.479 -4.598
Te -1.196 1.017 0.752
H -0.496 -4.418 -0.781
H -5.663 -3.407 -2.433
O -1.529 -4.453 -3.020
C 2.165 1.122 -0.156
C 2.083 4.751 0.890
H -1.816 3.459 2.514
C 0.563 -1.916 2.141
H -0.424 -1.665 2.530
C -1.560 4.080 1.653
H 2.724 -1.706 -0.440
H 3.514 3.368 0.102
H -2.272 3.818 0.868
C 2.130 -2.618 -0.399
Pt -0.741 -0.847 -0.909
H 1.458 0.584 -0.790
Si 0.395 -2.369 0.312
H 0.413 5.850 1.649
H 3.489 6.128 -0.001
O -3.139 -2.651 -2.337
O -5.424 -3.172 -1.530
C 2.483 3.509 0.418
H 2.034 -3.008 -1.415
H 1.208 -1.052 2.304
```

Values from the calculation:
HOMO energy, eV: -1.684
Frontier orbital gap, eV: 5.85
LUMO, eV: 4.161
Charge: -2
Largest force on an atom, eV/Å: 0.46

***

Formula: C12H23As2O7P2Re
Source: the Open Molecules 2025 dataset
Level of theory: the ωB97M-V functional and the def2-TZVPD basis

XYZ file:
```
47
C12H23As2O7P2Re (the ωB97M-V functional and the def2-TZVPD basis)
H -3.135 -1.867 -0.430
H -0.501 -3.975 0.804
C -0.465 -2.974 1.261
H 3.433 1.787 0.264
C 1.824 -3.881 -2.864
O -2.835 2.866 2.818
H 1.839 -4.878 -3.284
O -0.040 0.316 2.206
C 2.822 -2.978 -3.202
H 3.600 -0.992 -2.915
H 0.856 1.596 -3.264
H 0.186 3.611 1.480
H -0.301 1.268 5.003
H 0.485 -2.852 1.787
P -2.360 2.348 0.293
O -2.874 0.817 0.526
H 2.024 2.682 -2.450
H -2.316 -3.155 -1.345
O -3.375 3.330 0.009
H 3.557 0.026 0.559
C -2.292 -2.085 -1.090
H -2.950 0.402 3.821
P -1.082 1.157 2.911
H -3.837 0.740 0.516
H -0.477 4.168 3.032
H 0.037 -4.228 -1.723
As -0.602 -1.678 -0.197
C 1.784 -1.314 -1.802
C 0.787 -2.225 -1.454
C -1.691 2.688 2.048
C -0.736 3.851 2.017
H -3.101 3.794 2.944
H -1.207 4.703 1.514
C 3.404 0.797 -0.201
H 3.609 -3.269 -3.884
H -2.374 -1.496 -2.007
H -1.295 -2.873 1.967
Re -0.361 0.739 0.331
C 1.797 1.642 -2.709
H 2.608 1.253 -3.346
O -1.149 2.125 -0.630
O -0.544 1.776 4.224
C 2.807 -1.695 -2.666
As 1.688 0.522 -1.108
C 0.815 -3.514 -1.987
H 4.217 0.739 -0.942
O -2.278 0.186 3.167
```

Values from the calculation:
⟨S²⟩: 0.833
HOMO energy (alpha / beta), eV: -18.601 / -18.604
Frontier orbital gap (alpha / beta), eV: 5.58 / 5.95
LUMO (alpha / beta), eV: -13.021 / -12.650
Charge: +3
Largest force on an atom, eV/Å: 5.59
2S+1: 2

***

Formula: C12H23CoF3NO2P2
Source: the Open Molecules 2025 dataset
Level of theory: the ωB97M-V functional and the def2-TZVPD basis

XYZ file:
```
44
C12H23CoF3NO2P2 (the ωB97M-V functional and the def2-TZVPD basis)
H -2.598 2.294 1.464
H 3.473 0.550 -0.812
C -0.838 1.202 -1.505
H -2.998 1.075 -1.297
H -2.170 -0.464 -1.523
O -0.471 -2.696 0.299
P 1.973 -0.587 0.759
H 3.449 -1.821 -0.777
H 2.904 1.624 0.498
F -0.267 2.853 1.870
H 2.495 -2.913 0.243
H 2.676 2.305 -2.604
H -3.755 -1.579 0.459
C -2.833 -1.478 1.039
C 1.671 2.033 -2.326
O -1.319 -2.240 -2.590
H -1.585 1.951 -3.361
C 0.560 2.280 -3.128
C -3.106 1.322 1.466
C -2.093 0.514 -1.055
C 0.194 1.665 2.432
H 0.025 -3.533 0.260
H 2.801 0.034 2.885
H -1.003 -2.364 -1.681
N 0.237 1.085 -0.696
H 0.310 -2.165 0.482
C -0.697 1.851 -2.734
C 2.988 -0.806 2.213
P -1.993 0.102 0.774
F 1.479 1.940 2.869
F -0.551 1.443 3.578
C 1.485 1.357 -1.122
H -2.203 -2.593 -2.644
H -3.322 1.006 2.495
H 1.747 -2.101 -1.161
H 4.046 -0.859 1.947
Co 0.066 0.266 1.169
H -3.014 -1.580 2.117
H -4.022 1.365 0.864
H 2.675 -1.728 2.712
H 0.687 2.794 -4.070
C 2.598 0.861 -0.233
C 2.457 -1.979 -0.334
H -2.160 -2.286 0.759
```

Values from the calculation:
⟨S²⟩: 6.015
HOMO energy (alpha / beta), eV: -16.445 / -16.443
Frontier orbital gap (alpha / beta), eV: 9.99 / 6.36
LUMO (alpha / beta), eV: -6.451 / -10.080
Charge: +2
Largest force on an atom, eV/Å: 5.61
2S+1: 5

***

Formula: C12H23INO20S5
Source: the Open Molecules 2025 dataset
Level of theory: the ωB97M-V functional and the def2-TZVPD basis

XYZ file:
```
62
C12H23INO20S5 (the ωB97M-V functional and the def2-TZVPD basis)
C -0.598 -0.418 2.921
C 1.439 3.425 -5.127
C -6.960 1.907 2.449
H 0.078 -0.858 0.874
S 7.559 -4.289 -0.765
O 0.253 4.202 -4.883
O 7.639 -5.704 -0.717
C 4.097 -2.221 1.311
C -6.495 2.786 3.589
O -0.689 3.630 -2.676
H -6.163 1.292 2.040
S -0.798 3.330 -4.057
H 0.211 -0.707 3.583
H -2.741 -0.637 -0.213
O -2.051 3.388 -4.719
C 2.878 -1.662 1.131
H -6.042 3.712 3.251
H 8.934 -1.795 0.059
O 7.074 -3.715 0.636
H -1.335 -1.218 2.871
O -3.332 -1.536 -1.979
H 7.870 -2.550 2.130
S -1.840 1.636 2.248
H 8.581 -4.176 1.965
N 1.769 -2.291 0.588
H -7.424 2.492 1.652
C -3.107 -0.349 -1.197
O 6.853 -3.634 -1.802
O -1.185 -0.621 -2.466
O -1.250 0.783 3.432
H 2.767 -0.577 1.336
O -3.255 1.460 2.164
H 1.934 3.805 -6.016
H -2.489 0.927 -2.844
S -8.748 1.882 4.172
H 10.215 -2.817 0.761
O 9.057 -3.713 -0.691
O -0.117 1.916 -4.305
O -2.334 -2.008 -4.153
O -1.320 2.956 2.331
H 1.671 1.250 -5.084
C 9.189 -2.798 0.403
O -7.706 3.077 4.314
C -2.059 0.410 -1.982
H 0.805 0.585 1.608
C 0.921 2.009 -5.289
C -0.101 -0.015 1.551
H 4.814 -1.875 2.050
H -1.495 1.108 -1.373
S -2.006 -1.946 -2.771
O -1.185 0.841 1.057
H 4.345 -3.100 0.724
I 0.981 -3.635 1.955
H 0.486 1.844 -6.275
H 2.102 3.516 -4.265
O -1.356 -3.027 -2.131
O -7.966 1.071 3.049
H -5.805 2.256 4.246
O -9.956 2.410 3.645
C 8.195 -3.310 1.425
O -8.765 1.102 5.356
H -4.041 0.197 -1.096
```

Values from the calculation:
HOMO energy, eV: -3.433
Frontier orbital gap, eV: 5.38
LUMO, eV: 1.946
Charge: -1
Largest force on an atom, eV/Å: 0.78

***

Formula: C12H23N2O2P2Sr
Source: the Open Molecules 2025 dataset
Level of theory: the ωB97M-V functional and the def2-TZVPD basis

XYZ file:
```
42
C12H23N2O2P2Sr (the ωB97M-V functional and the def2-TZVPD basis)
H 4.418 0.281 1.181
H 2.012 -2.726 -2.472
C 1.034 -1.383 -1.074
C 0.266 2.742 4.058
N -0.139 -0.728 -0.665
P 2.265 -0.916 1.410
H -3.067 -1.561 0.051
C -1.272 -1.313 -1.128
C 4.049 -0.592 1.724
O -0.175 4.008 -1.323
C 1.055 -2.345 -2.127
C -2.638 -0.798 -0.635
H 4.653 -1.462 1.459
H -2.906 2.952 -0.769
H -5.030 1.001 0.311
H -3.294 -0.694 -1.529
H -0.826 4.367 -0.571
C 2.253 -2.726 1.744
H 3.192 -1.304 -0.899
H 3.186 -3.182 1.400
C -2.893 1.912 -1.128
H -4.436 -0.143 1.548
H 2.107 -2.950 2.803
P -2.543 0.787 0.292
N -0.210 2.761 5.121
H 0.322 4.857 -1.541
O 2.672 1.696 -0.656
C -0.114 -2.800 -2.688
H 0.785 2.840 3.000
H 4.187 -0.403 2.794
H 2.544 0.785 -0.948
H -0.131 -3.561 -3.446
H -2.109 1.813 -1.892
H -3.869 1.702 -1.597
C -4.222 0.797 1.028
C -1.302 -2.281 -2.159
H -2.272 -2.636 -2.514
C 2.234 -1.205 -0.340
H 2.698 2.154 -1.514
H -4.220 1.595 1.778
Sr 0.284 1.859 0.735
H 1.448 -3.198 1.177
```

Values from the calculation:
HOMO energy, eV: -8.598
Frontier orbital gap, eV: 4.11
LUMO, eV: -4.491
Charge: +1
Largest force on an atom, eV/Å: 3.91

***

Formula: C12H23N2O2P2W
Source: the Open Molecules 2025 dataset
Level of theory: the ωB97M-V functional and the def2-TZVPD basis

XYZ file:
```
42
C12H23N2O2P2W (the ωB97M-V functional and the def2-TZVPD basis)
P -1.812 0.562 0.993
C -0.800 1.500 -1.452
H -4.051 1.541 1.437
O -2.083 -3.671 -3.784
H -2.761 2.440 2.236
C -3.085 1.440 1.947
H 0.047 -3.344 1.893
H 3.295 -2.264 0.398
H -3.272 0.885 2.874
C 0.583 2.068 -3.342
C 1.557 1.438 -1.249
H -0.120 -2.125 1.026
H 3.096 -1.363 2.742
H 2.758 2.016 -2.886
H -2.685 0.615 -1.280
C 2.394 -1.747 0.011
C 1.708 1.856 -2.543
C -0.688 1.851 -2.788
N 0.225 0.805 4.591
H 2.601 -1.611 -1.061
P 1.928 -0.188 0.995
H -1.624 1.980 -3.336
H -2.627 2.213 -0.616
H 3.429 0.564 -0.731
H -3.078 -1.341 1.791
C -2.076 1.267 -0.701
C -2.678 -1.025 0.823
H -2.044 -1.850 0.528
H -1.471 -4.356 -3.450
H 1.552 -2.412 0.134
H 2.978 1.970 0.335
C 2.608 1.072 -0.204
H 4.160 -0.099 2.094
W 0.315 1.409 1.372
H 0.696 2.403 -4.382
H 2.811 0.309 3.181
C 3.122 -0.338 2.361
C 0.220 1.030 3.430
N 0.314 1.465 -0.715
H -3.520 -1.067 0.131
O -0.307 -3.058 1.029
H -1.614 -2.837 -3.832
```

Values from the calculation:
⟨S²⟩: 2.027
HOMO energy (alpha / beta), eV: -17.775 / -17.775
Frontier orbital gap (alpha / beta), eV: 3.45 / 3.90
LUMO (alpha / beta), eV: -14.327 / -13.875
Charge: +3
Largest force on an atom, eV/Å: 5.28
2S+1: 3

***

Calculated E, -1149.44870; -679.38115; -634.32676; -1481.78806; -922.94149; -2357.11247; -6229.31400; -3040.70013; -4319.10088; -1444.17952; -1479.58089 hartree (same order as the records).
Calculated molecular weight, 257.79; 213.32; 208.33; 349.30; 212.38; 691.01; 677.31; 391.20; 788.54; 376.90; 473.12 g mol⁻¹ (same order as the records).